Below is 12 unconnected molecules or ions with the total composition C36H84N12O12 at a distorted geometry, with properties calculated with ωB97M-V/def2-TZVPD.

Results
Calculated total energy in eV: -81142.424
SMILES string: CN(C)C=O.CN(C)C=O.CN(C)C=O.CN(C)C=O.CN(C)C=O.CN(C)C=O.CN(C)C=O.CN(C)C=O.CN(C)C=O.CN(C)C=O.CN(C)C=O.CN(C)C=O
Strongest force on any atom in eV/Å: 2.5
Charge: 0
HOMO-LUMO gap in eV: 8.96

Geometry (Å):
O1 -2.918 6.067 4.145
O2 6.337 1.610 3.526
O3 2.072 0.242 -0.304
O4 2.711 8.221 0.268
O5 6.039 0.200 -1.577
O6 -5.148 -5.887 -0.831
O7 -0.488 -6.600 2.073
O8 -4.091 -1.893 1.879
O9 2.019 -3.775 -3.754
O10 -0.134 6.857 -2.026
O11 -1.944 -3.950 5.971
O12 -2.495 2.226 -2.318
N1 -5.544 -1.050 0.354
N2 4.655 0.136 3.829
N3 -0.218 0.083 0.042
N4 0.238 -6.400 -0.082
N5 2.238 6.168 1.163
N6 -0.860 -2.763 4.372
N7 -3.476 4.118 3.122
N8 1.127 5.421 -3.310
N9 -3.762 -4.862 -2.293
N10 -3.498 0.565 -3.392
N11 5.514 2.352 -1.351
N12 3.604 -3.689 -2.086
C1 -4.949 -2.062 1.037
C2 1.051 -0.349 -0.011
C3 -4.230 3.522 2.014
C4 -4.650 -5.817 -1.937
C5 -3.522 1.764 -2.788
C6 -1.315 -0.876 0.011
C7 0.718 -5.015 0.096
C8 4.501 -4.460 -1.253
C9 -0.222 -7.084 0.991
C10 1.961 7.281 0.469
C11 -6.693 -1.244 -0.534
C12 -4.964 0.315 0.444
C13 -3.135 -3.988 -1.322
C14 0.454 4.251 -2.793
C15 -0.551 1.475 0.268
C16 2.781 -4.293 -2.953
C17 -2.315 -0.294 -3.293
C18 0.443 -2.506 3.768
C19 3.715 -2.264 -2.071
C20 1.864 5.421 -4.557
C21 0.424 -7.028 -1.374
C22 5.940 0.537 3.948
C23 3.624 0.831 3.071
C24 5.244 1.028 -1.155
C25 4.494 3.339 -1.029
C26 -3.139 3.176 4.170
C27 3.371 6.131 2.089
C28 1.401 4.984 1.070
C29 -0.948 -3.722 5.315
C30 -3.247 -4.814 -3.644
C31 0.749 6.623 -2.830
C32 -1.988 -1.946 4.006
C33 -4.603 -0.142 -4.024
C34 -3.387 5.472 3.197
C35 4.236 -1.143 4.375
C36 6.824 2.783 -1.819
H1 1.719 -5.070 -0.342
H2 4.485 -1.475 5.384
H3 -0.833 2.014 -0.633
H4 4.543 -5.526 -1.453
H5 4.161 -4.348 -0.216
H6 -2.814 2.218 3.767
H7 3.150 -1.209 4.313
H8 0.926 4.762 2.027
H9 -4.980 0.746 -0.556
H10 -0.339 3.953 -3.489
H11 3.027 -1.628 -2.622
H12 -4.857 -6.503 -2.774
H13 -2.087 -1.081 4.666
H14 -3.997 0.437 0.914
H15 -6.360 -0.738 -1.447
H16 0.805 -4.643 1.108
H17 1.566 6.257 -5.186
H18 -5.417 -3.012 0.721
H19 2.942 5.374 -4.386
H20 -2.206 -4.510 -1.076
H21 -5.198 -0.828 -3.422
H22 3.948 5.212 2.176
H23 4.183 3.861 -1.936
H24 -6.903 -2.293 -0.708
H25 1.331 7.481 -3.193
H26 1.505 -6.957 -1.533
H27 -4.501 4.220 1.222
H28 -0.364 -8.164 0.810
H29 2.846 -5.394 -2.853
H30 -2.071 -0.525 -0.691
H31 5.498 -4.020 -1.299
H32 -5.731 0.730 1.105
H33 2.986 1.321 3.805
H34 -2.858 -2.593 4.128
H35 1.012 3.310 -2.744
H36 -3.738 -3.934 -0.420
H37 4.926 4.076 -0.343
H38 1.051 -1.438 0.185
H39 -4.271 -0.632 -4.937
H40 4.618 -1.889 -2.579
H41 1.645 4.536 -5.159
H42 -3.524 -3.950 -4.257
H43 3.073 0.183 2.388
H44 -3.969 2.926 4.837
H45 -2.156 -4.834 -3.719
H46 0.897 7.306 0.178
H47 -5.249 0.676 -4.365
H48 -4.471 2.301 -2.910
H49 0.008 -8.021 -1.515
H50 -2.365 3.679 4.749
H51 -0.014 -4.306 5.331
H52 -5.078 2.991 2.445
H53 0.078 4.448 -1.796
H54 4.354 0.996 -0.509
H55 -2.951 -2.988 -1.706
H56 1.986 4.124 0.740
H57 4.037 6.986 2.055
H58 -0.013 -6.468 -2.209
H59 0.268 2.028 0.742
H60 7.108 3.778 -1.493
H61 -0.937 -1.760 -0.507
H62 -3.655 5.960 2.246
H63 3.854 -1.946 -1.035
H64 0.640 5.128 0.304
H65 2.859 6.239 3.056
H66 -1.759 -1.145 0.967
H67 -2.567 -1.285 -2.910
H68 -1.461 0.071 -2.733
H69 3.614 2.996 -0.487
H70 6.602 -0.132 4.514
H71 1.187 -2.702 4.541
H72 -3.600 2.827 1.447
H73 -2.063 -1.685 2.956
H74 4.631 -1.903 3.688
H75 6.817 2.594 -2.895
H76 0.005 -4.464 -0.516
H77 0.605 -1.451 3.534
H78 -3.582 -5.672 -4.229
H79 4.050 1.557 2.380
H80 -7.534 -0.658 -0.164
H81 0.623 -3.067 2.850
H82 -1.279 1.666 1.064
H83 -1.932 -0.501 -4.296
H84 7.598 2.097 -1.469

Force components x, y, z for each atom (eV/Å):
O -0.3 0.1 -0.1
O 0.2 -0.3 -0.1
O -0.3 0.6 0.6
O -0.1 -0.3 0.2
O -1.0 -0.8 0.6
O 0.0 -0.3 -0.3
O 0.3 0.1 0.0
O 0.3 -0.4 -0.3
O 0.2 0.1 0.3
O 0.0 -0.6 0.2
O 0.3 -0.1 0.1
O -0.7 0.5 0.6
N 1.6 -0.6 -0.1
N -0.2 -0.8 0.6
N -0.8 0.9 0.8
N -0.7 -0.3 1.3
N 1.3 -0.9 -0.2
N 1.1 0.8 -1.0
N -1.1 -0.6 -1.6
N 0.1 0.0 0.3
N 0.1 0.6 -1.2
N 0.5 -2.4 0.4
N -0.9 0.0 1.1
N -0.6 -0.4 -1.1
C -1.2 0.7 -0.4
C 0.2 -1.2 -0.6
C 0.8 -0.2 0.0
C 0.0 0.5 0.5
C 1.2 0.0 -0.8
C 0.4 -0.3 -0.8
C -0.1 -1.4 -1.6
C 0.0 0.9 1.0
C -0.5 -0.2 0.2
C -0.6 0.9 -0.2
C 1.5 1.4 0.0
C -2.2 -0.7 0.4
C 0.1 -0.9 0.3
C -0.5 -0.9 -0.8
C 0.6 1.2 0.5
C -0.4 -0.6 -0.3
C 0.5 -0.4 -0.7
C 0.0 0.3 0.5
C 1.8 1.6 0.2
C 0.3 -0.8 -0.3
C 0.9 1.1 -0.4
C -0.4 1.4 -0.3
C 0.6 0.5 -0.1
C 1.7 1.8 -0.4
C 0.9 1.0 0.3
C 0.2 0.8 0.5
C -1.1 0.3 1.5
C 0.1 0.4 0.0
C -0.6 -0.1 -0.3
C 0.4 -0.3 -0.9
C -0.3 1.0 0.4
C -1.0 -0.8 0.5
C -0.6 2.0 -0.6
C 1.1 -0.4 0.6
C -0.2 -1.1 -1.1
C -0.2 -1.3 -0.6
H 0.0 0.8 -0.2
H 0.5 0.8 0.1
H -0.2 -0.1 0.0
H -0.2 0.1 -0.5
H 0.2 -0.1 0.1
H 0.3 0.2 -0.3
H 0.0 0.1 0.0
H 0.0 -0.1 0.1
H 0.0 0.2 0.1
H -0.5 0.3 0.4
H -1.1 -0.9 0.4
H -0.2 -0.1 0.1
H 0.0 0.1 -0.2
H 0.1 -0.7 0.0
H -0.5 -0.4 -0.4
H -0.5 -0.5 0.2
H 0.3 0.2 0.1
H 0.3 -0.3 0.5
H 0.0 0.4 -0.1
H 0.3 0.6 0.3
H 0.4 -0.1 0.3
H -0.1 -0.2 -0.7
H -0.2 0.1 0.0
H -0.1 0.0 0.1
H 0.2 -0.2 -0.5
H 0.0 -0.7 -0.5
H -0.4 0.4 0.5
H 0.0 0.1 -0.2
H 0.0 0.0 -0.1
H -0.2 0.3 0.4
H 0.1 -0.2 -0.1
H 0.4 1.3 -0.2
H -0.4 0.2 -0.3
H -0.1 0.3 0.3
H 0.9 0.5 0.0
H 0.0 -0.1 0.0
H 0.0 0.2 -0.2
H 0.3 -0.1 -0.2
H 0.2 -0.2 0.1
H 0.4 -0.6 0.3
H -0.3 -0.1 0.3
H -0.4 0.3 0.5
H -0.1 -0.4 0.4
H -0.2 0.3 0.0
H 0.1 -0.1 0.5
H 0.2 -0.1 -0.5
H -0.4 -0.4 0.0
H -0.1 0.1 0.3
H 0.2 -0.2 0.8
H 0.1 -0.4 0.2
H 0.0 -0.1 0.5
H -0.3 0.0 -0.4
H -0.3 0.2 -0.1
H -0.2 -1.3 -0.4
H 0.0 -0.1 -0.2
H 0.1 -0.1 0.2
H -0.1 0.1 -0.7
H -0.2 0.4 0.3
H 0.6 -0.4 -0.6
H -0.4 0.2 -0.2
H 0.0 -0.3 0.4
H -0.3 0.0 0.1
H -0.4 0.3 -0.1
H -0.1 0.2 0.1
H 0.4 -0.2 0.3
H 0.0 0.2 0.1
H -0.3 0.1 0.2
H -0.4 0.5 0.2
H 0.1 -0.8 -0.3
H -0.2 -0.3 0.0
H 0.3 -0.4 -0.3
H 0.0 -0.3 0.4
H 0.7 0.1 0.0
H -0.2 -0.3 0.3
H 0.4 0.8 -0.2
H 0.5 0.9 0.1
H -0.5 0.1 0.0
H -0.1 -0.1 0.2
H 0.3 0.3 0.5
H -0.3 -0.4 0.1
H 0.0 -0.2 0.1
H -0.6 -0.8 -0.3
H -0.1 0.2 -0.1
H -0.2 -0.1 0.3